2 unconnected molecules or ions with the total composition CH3ClOS2 in a non-equilibrium geometry, computed with ωB97M-V with the def2-TZVPD basis set.

Geometry as XYZ:
```
8
Properties=species:S:1:pos:R:3:nbo_charge:R:1
C 0.0644 1.7235 -0.9675 -0.820
O 3.4027 0.2611 -1.2226 -0.757
S 0.5689 1.5187 0.7003 0.108
S 3.9381 0.4608 0.1289 1.018
Cl 3.8152 -1.4009 1.1567 -0.256
H -0.9961 1.5901 -0.9387 0.247
H 0.4144 0.8979 -1.7032 0.246
H 0.4092 2.6259 -1.3666 0.214
```

Highest occupied orbital energy (alpha / beta): -9.31 / -8.91 eV
Relative energy (zero: lowest compared OMol25 entry of this formula, charge and spin): 2.086 eV

***

CH3ClOSi in the gas phase in a non-equilibrium geometry, computed with ωB97M-V with the def2-TZVPD basis set.

Geometry as XYZ:
```
7
Properties=species:S:1:pos:R:3:nbo_charge:R:1
C 0.0006 1.2577 -0.1559 0.427
O -0.4754 0.1879 -0.2208 -0.516
Si 0.0355 -1.8664 -0.3853 0.439
Cl -0.7857 2.8045 -0.3534 -0.001
H 1.0495 1.3627 -0.1093 0.159
H 1.2358 -1.6641 0.6743 -0.257
H -1.0602 -2.0823 0.5505 -0.251
```

Highest occupied orbital energy: -7.84 eV
Relative energy (zero: lowest compared OMol25 entry of this formula, charge and spin): 2.992 eV

***

A molecular structure, CH3ClS2 in a non-equilibrium geometry, computed with ωB97M-V with the def2-TZVPD basis set.

Geometry as XYZ:
```
7
Properties=species:S:1:pos:R:3:nbo_charge:R:1
C 0.2222 -0.0902 0.3035 -0.553
S -0.5860 -0.7166 -1.0878 0.065
S 1.1568 1.3152 0.0103 0.094
Cl 1.1958 -1.2223 1.1441 0.059
H -1.3164 0.5208 1.3508 0.042
H -1.3370 -1.7446 -0.6088 0.144
H 0.6646 1.9378 -1.1123 0.149
```

Highest occupied orbital energy (alpha / beta): -8.43 / -8.94 eV
Relative energy (zero: lowest compared OMol25 entry of this formula, charge and spin): 4.161 eV

***

A molecular structure, CH3CuNaO in a non-equilibrium geometry, computed with ωB97M-V with the def2-TZVPD basis set.

Geometry as XYZ:
```
7
Properties=species:S:1:pos:R:3:nbo_charge:R:1
O -0.5711 -0.6185 -0.0745 -0.580
C 0.4765 -0.8860 0.5214 0.086
Cu -2.6304 1.2245 -1.1734 0.468
H 0.9236 -0.1903 1.2322 0.122
H 0.9826 -1.8436 0.3962 0.121
Na 2.4039 0.2523 -1.0756 0.250
H -1.5850 2.0615 0.1737 -0.466
```

Highest occupied orbital energy (alpha / beta): -4.93 / -8.10 eV
Multiplicity: 2
⟨S²⟩: 0.7532

***

2 unconnected molecules or ions with the total composition CH3F in a non-equilibrium geometry, computed with ωB97M-V with the def2-TZVPD basis set.

Geometry as XYZ:
```
5
Properties=species:S:1:pos:R:3:nbo_charge:R:1
C 0.1278 -0.3920 -0.7384 0.055
F -0.7683 -0.2643 -1.6873 -0.331
H 0.7017 0.4865 -0.8095 0.157
H -1.0168 0.8657 1.0314 -0.064
H -0.0098 -1.1702 0.0917 0.183
```

Highest occupied orbital energy (alpha / beta): -10.53 / -8.65 eV
Relative energy (zero: lowest compared OMol25 entry of this formula, charge and spin): 4.655 eV

***

A molecular structure, CH3F2N in a non-equilibrium geometry, computed with ωB97M-V with the def2-TZVPD basis set.

Geometry as XYZ:
```
7
Properties=species:S:1:pos:R:3:nbo_charge:R:1
C 0.5438 0.1508 -0.0468 0.191
N -0.6047 -0.1045 0.6236 -0.230
F 0.8781 1.4472 -0.0794 -0.352
F -1.7182 0.0616 -0.2269 -0.264
H 0.3366 -0.0257 -1.4365 0.110
H 1.3219 -0.3976 0.3888 0.181
H -0.7575 -1.1317 0.7771 0.364
```

Highest occupied orbital energy: -10.65 eV
Relative energy (zero: lowest compared OMol25 entry of this formula, charge and spin): 3.360 eV